1.
C23H22IN4O4Ru | ωB97M-V/def2-TZVPD

```
55
Properties=species:S:1:pos:R:3:nbo_charge:R:1
Ru 0.27 0.37 -0.50 0.8078
O -1.23 -3.40 0.55 -0.6264
C -1.23 -2.18 0.57 0.7649
O -0.58 -1.46 -0.30 -0.7397
C -2.07 -1.47 1.61 0.1177
C -2.77 -2.25 2.56 -0.2197
C -3.60 -1.62 3.43 -0.1486
C -3.77 -0.22 3.34 -0.1120
C -4.65 0.50 4.19 -0.1771
C -4.79 1.85 4.04 -0.2168
C -4.08 2.54 3.03 -0.1974
C -3.22 1.87 2.21 -0.2176
C -3.03 0.47 2.36 0.2197
N -2.17 -0.17 1.53 -0.4283
H -2.62 -3.32 2.55 0.2494
H -4.15 -2.17 4.18 0.2135
H -5.20 -0.03 4.95 0.2102
H -5.47 2.40 4.69 0.2137
H -4.21 3.61 2.91 0.2122
H -2.67 2.38 1.43 0.2212
I -1.76 1.43 -1.91 0.3761
C -1.43 3.25 -0.92 -0.1267
C -2.01 4.38 -1.39 -0.2606
C -1.91 5.56 -0.63 -0.2176
C -1.30 5.53 0.59 -0.1875
C -0.71 4.34 1.10 0.0242
C -0.17 4.29 2.40 -0.2210
C 0.34 3.12 2.88 -0.1892
C 0.40 1.97 2.06 -0.2405
C -0.09 1.97 0.78 -0.1156
C -0.71 3.16 0.30 -0.1926
H -2.57 4.38 -2.32 0.2271
H -2.35 6.48 -1.00 0.2216
H -1.26 6.43 1.20 0.2147
H -0.18 5.19 3.00 0.2111
H 0.73 3.07 3.89 0.2183
H 0.84 1.07 2.47 0.2371
N 1.01 -0.92 -2.15 -0.7887
C 2.19 -0.67 -2.99 -0.2173
C 2.26 0.79 -3.41 -0.4229
C 2.65 1.69 -2.25 -0.2251
N 1.58 1.92 -1.24 -0.7355
H 1.08 -1.78 -1.61 0.4300
H 0.18 -1.05 -2.73 0.3855
H 2.18 -1.32 -3.86 0.1927
H 3.07 -0.92 -2.40 0.2087
H 1.31 1.11 -3.85 0.2042
H 3.02 0.89 -4.18 0.2253
H 2.97 2.66 -2.62 0.1938
H 3.49 1.24 -1.72 0.2343
H 1.01 2.71 -1.54 0.3866
H 2.05 2.21 -0.39 0.4336
O 3.30 0.61 0.42 -0.4981
N 2.80 -0.29 1.07 0.3610
O 1.55 -0.50 0.88 -0.4938
```

LUMO (spin up / spin down), eV: -0.050 / -0.698
ΔE to the lowest compared entry with this formula, charge and spin, eV: 4.219
⟨S²⟩: 0.76
Orbital gap (spin up / spin down), eV: 8.127 / 7.533
Multiplicity: 2
Charge: 0

=====

2.
C23H22LiN5O3S | ωB97M-V/def2-TZVPD

```
55
Properties=species:S:1:pos:R:3:nbo_charge:R:1
Li 0.26 -0.57 0.80 0.8579
C -0.87 -0.30 -1.97 -0.2679
N -1.39 -0.43 -0.63 -0.6587
C -2.18 -1.62 -0.33 -0.2612
C -2.09 -1.88 1.15 0.4068
N -0.95 -2.05 1.77 -0.5201
C -1.29 -2.16 3.11 0.0885
C -0.48 -2.32 4.23 -0.1947
C -1.09 -2.39 5.47 -0.2183
C -2.48 -2.30 5.60 -0.2055
C -3.30 -2.14 4.50 -0.2538
C -2.68 -2.07 3.27 0.1568
N -3.16 -1.90 1.98 -0.5383
C 0.45 -1.02 -2.04 0.3963
N 1.13 -1.35 -0.99 -0.5328
C 2.30 -1.93 -1.47 0.1497
C 3.39 -2.46 -0.78 -0.2024
C 4.43 -2.97 -1.52 -0.2275
C 4.40 -2.97 -2.92 -0.2058
C 3.33 -2.45 -3.62 -0.2422
C 2.29 -1.93 -2.87 0.0913
N 1.08 -1.34 -3.21 -0.5363
H -0.70 0.76 -2.17 0.2433
H -1.55 -0.68 -2.75 0.1875
H -1.77 0.41 -0.23 0.4263
H -1.74 -2.46 -0.86 0.2251
H -3.23 -1.53 -0.64 0.1830
H 0.60 -2.37 4.13 0.2262
H -0.48 -2.50 6.36 0.2163
H -2.92 -2.35 6.59 0.2150
H -4.38 -2.06 4.61 0.2157
H -4.12 -1.74 1.71 0.4187
H 3.40 -2.45 0.30 0.2271
H 5.29 -3.39 -1.02 0.2174
H 5.24 -3.38 -3.47 0.2160
H 3.31 -2.44 -4.71 0.2172
H 0.74 -1.17 -4.14 0.4191
C -0.02 5.58 -3.09 -0.6275
C 0.03 4.67 -1.89 -0.0153
C 1.23 4.10 -1.47 -0.2243
C 1.27 3.25 -0.37 -0.1767
C 0.11 2.97 0.33 -0.3667
C -1.10 3.54 -0.07 -0.1368
C -1.13 4.38 -1.17 -0.2441
S 0.15 1.89 1.74 2.4094
O 0.32 2.70 2.91 -0.9566
O -1.12 1.15 1.67 -1.0621
O 1.27 0.97 1.45 -1.0654
H 0.99 5.84 -3.43 0.2151
H -0.55 6.51 -2.85 0.2201
H -0.54 5.11 -3.92 0.2153
H 2.14 4.31 -2.02 0.2087
H 2.20 2.79 -0.06 0.2402
H -2.00 3.32 0.49 0.2239
H -2.07 4.83 -1.48 0.2073
```

LUMO, eV: 0.173
Orbital gap, eV: 8.841
Charge: 0

=====

3.
C23H22N5OSTc | ωB97M-V/def2-TZVPD

```
53
Properties=species:S:1:pos:R:3:nbo_charge:R:1
Tc 0.14 -0.31 0.00 0.9354
C 1.53 2.32 0.00 -0.2854
N 0.13 1.82 0.00 -0.3838
C -0.58 2.22 -1.23 -0.2662
C -0.25 1.29 -2.38 0.2239
C -0.39 1.68 -3.70 -0.2118
C -0.14 0.75 -4.71 -0.0655
C 0.28 -0.52 -4.36 -0.2142
C 0.39 -0.84 -3.02 0.0889
N 0.11 0.04 -2.05 -0.4639
C -0.58 2.22 1.23 -0.2665
C -0.25 1.29 2.38 0.2229
C -0.39 1.68 3.70 -0.2118
C -0.14 0.75 4.71 -0.0657
C 0.28 -0.52 4.36 -0.2143
C 0.39 -0.84 3.02 0.0878
N 0.11 0.04 2.05 -0.4596
C 2.57 1.23 0.00 0.2351
C 3.92 1.56 0.00 -0.2177
C 4.87 0.54 0.00 -0.0597
C 4.42 -0.78 0.00 -0.2152
C 3.06 -1.03 0.00 0.0799
N 2.15 -0.04 0.00 -0.4550
H 1.71 2.96 0.88 0.2591
H 1.71 2.96 -0.88 0.2591
H -0.38 3.26 -1.50 0.2531
H -1.66 2.14 -1.05 0.2579
H -0.70 2.68 -3.95 0.2624
H -0.27 1.03 -5.75 0.2698
H 0.51 -1.26 -5.10 0.2728
H 0.70 -1.82 -2.69 0.2306
H -1.66 2.14 1.05 0.2579
H -0.38 3.26 1.50 0.2530
H -0.70 2.68 3.95 0.2624
H -0.27 1.03 5.75 0.2698
H 0.51 -1.26 5.10 0.2727
H 0.70 -1.82 2.69 0.2303
H 4.23 2.59 0.00 0.2607
H 5.92 0.77 0.00 0.2701
H 5.12 -1.60 0.00 0.2729
H 2.67 -2.04 0.00 0.2251
O -1.94 -0.43 0.00 -0.4565
N -2.63 -1.56 0.00 0.0432
C -3.98 -1.51 0.00 0.0469
C -4.73 -2.66 0.00 -0.1747
C -4.09 -3.90 0.00 -0.1016
C -2.71 -3.94 0.00 -0.1827
C -1.98 -2.75 0.00 -0.0151
S -0.26 -2.69 0.00 0.2939
H -4.41 -0.52 0.00 0.2594
H -5.81 -2.59 0.00 0.2806
H -4.66 -4.82 0.00 0.2750
H -2.17 -4.88 0.00 0.2745
```

LUMO (spin up / spin down), eV: -11.800 / -11.820
⟨S²⟩: 0.79
Orbital gap (spin up / spin down), eV: 6.179 / 6.323
Multiplicity: 2
Charge: +3

=====

4.
C23H22N6NaO3 | ωB97M-V/def2-TZVPD

```
55
Properties=species:S:1:pos:R:3:nbo_charge:R:1
Na 0.54 0.67 0.29 0.9020
O -1.87 3.92 -1.31 -0.7473
C -1.37 2.94 -0.71 0.5723
N -0.61 1.98 -1.19 -0.7250
C -0.34 2.10 -2.59 -0.2731
C 0.70 1.10 -3.04 0.2521
C 1.02 1.00 -4.40 -0.2592
C 1.97 0.09 -4.81 -0.1696
C 2.60 -0.71 -3.86 -0.2852
C 2.23 -0.54 -2.54 0.0510
N 1.31 0.34 -2.13 -0.4721
C -1.64 2.87 0.79 0.1512
C -2.40 3.89 1.37 -0.2342
C -2.63 3.86 2.73 -0.1801
C -2.08 2.83 3.49 -0.2729
C -1.32 1.87 2.83 0.0418
N -1.12 1.88 1.52 -0.4607
H 0.00 3.11 -2.87 0.2052
H -1.24 1.94 -3.20 0.1848
H 0.51 1.64 -5.11 0.2112
H 2.23 0.00 -5.86 0.2061
H 3.35 -1.44 -4.13 0.2122
H 2.69 -1.14 -1.76 0.1956
H -2.78 4.66 0.71 0.2466
H -3.23 4.63 3.21 0.2029
H -2.21 2.77 4.56 0.2108
H -0.83 1.08 3.38 0.1981
N -0.52 -1.89 2.87 -0.8412
C 0.77 -1.75 3.54 -0.3401
C 1.69 -0.58 3.10 0.7545
O 2.44 -0.10 3.95 -0.7294
O 1.54 -0.20 1.89 -0.8855
H -0.38 -1.84 1.87 0.3656
H -1.12 -1.11 3.10 0.3417
H 1.35 -2.67 3.37 0.1810
H 0.63 -1.69 4.62 0.1941
N -1.93 -1.03 -1.53 -0.7850
C -1.62 -2.31 -1.92 0.1993
C -2.39 -3.04 -2.80 -0.3074
C -2.05 -4.37 -3.13 -0.1767
C -0.95 -4.98 -2.60 -0.2628
C -0.13 -4.25 -1.70 -0.0934
C 1.04 -4.80 -1.12 -0.1385
C 1.79 -4.05 -0.26 -0.2679
C 1.36 -2.73 0.04 0.0416
N 0.28 -2.19 -0.48 -0.4622
C -0.46 -2.93 -1.34 0.1791
H -2.57 -0.52 -2.11 0.3824
H -1.16 -0.48 -1.19 0.4184
H -3.27 -2.59 -3.24 0.2034
H -2.69 -4.91 -3.82 0.2032
H -0.69 -6.00 -2.86 0.2020
H 1.33 -5.82 -1.37 0.2039
H 2.69 -4.43 0.20 0.2156
H 1.91 -2.10 0.73 0.2399
```

LUMO, eV: 2.253
ΔE to the lowest compared entry with this formula, charge and spin, eV: 0.000
Orbital gap, eV: 7.267
Charge: -1

=====

In the order shown, the computed F_max values come out to 0.01225, 0.00469, 0.08602, 0.01396 hartree/bohr.